Below is a cluster of 5 separate species, C33H59ClN4O14PS in total in a non-equilibrium geometry, with properties calculated with ωB97M-V/def2-TZVPD.

XYZ file:
```
113
C33H59ClN4O14PS, DFT ωB97M-V/def2-TZVPD
C 9.8389 0.9429 1.6895
C 10.1562 1.3473 0.1385
C 8.8232 1.7610 -0.6756
C 8.4575 0.6876 -1.8477
C 7.9419 -0.6412 -1.1028
C 6.3145 -0.7840 -1.0972
C 5.9516 -2.0995 -0.2390
N 5.0706 -2.9564 -1.1354
C 4.9316 -4.2911 -0.4841
C 3.6249 -5.0704 -1.0726
C 2.2460 -4.2950 -0.8119
C 1.3460 -4.0578 -2.1159
O 0.6349 -5.0251 -2.5098
N 1.2354 -2.7916 -2.8708
C 0.4907 -1.7525 -2.1363
C 0.1511 -0.4108 -2.8930
C -0.6364 0.7594 -2.1986
C -1.0687 0.6164 -0.7011
C -0.7596 -0.6841 0.0780
C -0.0036 -1.8471 -0.6674
C 5.0445 -4.3159 1.1167
N 4.2549 -5.4853 1.6721
N 4.7453 -3.0347 1.8356
C 3.3665 -2.9297 2.4274
C 3.2426 -3.4591 3.9235
O 4.1684 -3.6148 4.7399
Cl 1.5325 -3.8329 4.5095
C 5.0001 -1.7711 1.0522
P 5.9880 -0.5193 2.1366
S 4.6976 0.8018 2.8003
H 10.7818 1.1023 2.3312
H 9.5989 -0.1781 1.6990
H 8.9443 1.5195 2.1141
H 10.8613 2.2566 0.0962
H 10.7161 0.4615 -0.3238
H 8.9940 2.7645 -1.1923
H 7.9402 1.8021 0.0524
H 9.4080 0.3976 -2.4391
H 7.6105 1.0580 -2.5240
H 8.2963 -0.7156 -0.0068
H 8.3225 -1.5822 -1.6485
H 5.7968 0.1678 -0.7127
H 6.0169 -0.9593 -2.1964
H 6.9308 -2.6161 0.0411
H 4.1869 -2.4268 -1.1730
H 5.8239 -4.9225 -0.8741
H 3.8047 -5.0973 -2.2175
H 3.5687 -6.1594 -0.7442
H 1.6167 -4.9043 -0.0759
H 2.4068 -3.2565 -0.3347
H 2.1776 -2.4346 -3.1370
H 0.4469 -0.2482 -3.9837
H -0.8999 1.7210 -2.7772
H -1.6114 1.4790 -0.1874
H -1.0930 -0.7505 1.1691
H 0.1640 -2.7935 -0.0497
H 6.1481 -4.5763 1.3632
H 4.5571 -5.5163 2.6730
H 4.6770 -6.3560 1.2829
H 5.4056 -2.9984 2.6499
H 2.9955 -1.8312 2.4417
H 2.5629 -3.4938 1.8145
H 4.0703 -1.2645 0.6303
H 6.9623 0.2081 1.3791
H 6.6121 -1.2110 3.2548
C -1.8859 -3.4438 -8.5157
O -1.3813 -4.6326 -7.9105
C -1.6209 -4.7237 -6.5905
O -2.2043 -3.9085 -5.9180
O -1.0974 -5.8804 -6.1517
C -1.2785 -6.1128 -4.7545
H -1.6359 -3.4779 -9.5768
H -2.9726 -3.3930 -8.4183
H -1.4169 -2.5594 -8.0784
H -2.3414 -6.1685 -4.5078
H -0.7862 -5.3364 -4.1684
H -0.8178 -7.0715 -4.5124
C -3.6558 4.8763 1.1573
O -3.1566 3.6817 1.7551
C -3.3977 3.5824 3.0763
O -3.9786 4.3940 3.7583
O -2.8776 2.4198 3.5064
C -3.0596 2.1784 4.9010
H -3.4057 4.8519 0.0960
H -4.7423 4.9302 1.2544
H -3.1836 5.7552 1.6018
H -4.1223 2.1251 5.1474
H -2.5638 2.9504 5.4937
H -2.6023 1.2164 5.1356
C -9.1482 8.8450 -0.3371
O -8.1607 8.6344 0.6711
C -8.2171 7.4256 1.2540
O -9.0076 6.5485 0.9954
O -7.2416 7.3610 2.1747
C -7.1833 6.1209 2.8790
H -9.0078 9.8499 -0.7366
H -9.0255 8.1287 -1.1526
H -10.1526 8.7793 0.0874
H -6.9826 5.2957 2.1916
H -8.1102 5.9474 3.4305
H -6.3623 6.1792 3.5945
C -13.0850 1.2961 3.3076
O -12.9972 2.6381 2.8336
C -11.8987 2.8934 2.1008
O -11.0265 2.1025 1.8316
O -11.9416 4.1806 1.7216
C -10.8275 4.5968 0.9291
H -14.0068 1.2055 3.8836
H -13.1295 0.5941 2.4719
H -12.2433 1.0630 3.9638
H -10.7829 4.0258 -0.0019
H -9.8978 4.4955 1.4892
H -10.9673 5.6469 0.6819
```

The HOMO energy is -10.595 eV. The net charge is +1.